[1]
{"formula": "H80O40", "method": "ωB97M-V/def2-TZVPD", "elements": ["O", "O", "O", "O", "O", "O", "O", "O", "O", "O", "O", "O", "O", "O", "O", "O", "O", "O", "O", "O", "O", "O", "O", "O", "O", "O", "O", "O", "O", "O", "O", "O", "O", "O", "O", "O", "O", "O", "O", "O", "H", "H", "H", "H", "H", "H", "H", "H", "H", "H", "H", "H", "H", "H", "H", "H", "H", "H", "H", "H", "H", "H", "H", "H", "H", "H", "H", "H", "H", "H", "H", "H", "H", "H", "H", "H", "H", "H", "H", "H", "H", "H", "H", "H", "H", "H", "H", "H", "H", "H", "H", "H", "H", "H", "H", "H", "H", "H", "H", "H", "H", "H", "H", "H", "H", "H", "H", "H", "H", "H", "H", "H", "H", "H", "H", "H", "H", "H", "H", "H"], "coordinates": [[0.084, 0.718, -3.843], [3.080, -3.794, 1.811], [-2.354, 2.727, 1.774], [-3.170, 4.025, -3.064], [3.538, -1.688, -2.950], [1.435, 4.618, -0.457], [4.354, -4.699, -0.354], [2.583, -3.911, -3.709], [2.279, -1.465, 4.898], [3.772, 4.249, 1.194], [2.929, 4.496, -2.368], [-3.901, -0.595, 1.092], [4.094, 0.856, -3.758], [-2.930, 4.199, 3.713], [4.236, -1.410, -0.180], [-2.783, 0.795, 4.396], [0.541, -2.531, -2.802], [1.840, -1.865, -6.131], [-0.535, -4.143, 4.150], [-1.612, 4.764, 0.000], [-3.989, 3.718, -0.608], [-0.973, -5.689, -0.823], [0.894, 2.184, -0.588], [-0.668, 0.910, 3.050], [-5.227, 1.454, 4.101], [-5.250, -2.227, -3.168], [1.942, 0.428, 0.849], [-5.163, 2.181, 1.449], [1.102, -5.401, 2.958], [-0.692, -0.247, -6.313], [1.625, 2.161, 2.578], [-1.211, 1.901, -1.616], [-2.248, -2.726, 0.292], [4.858, 2.107, -0.276], [-3.894, -5.600, 1.086], [1.863, 2.369, -3.767], [-0.440, -1.573, 3.174], [2.083, 3.084, 5.028], [0.117, -3.243, 1.283], [-2.637, -1.636, -2.326], [-5.497, 2.513, 2.176], [-0.200, -0.765, 2.885], [-2.301, 3.588, 3.271], [1.852, -5.226, 2.186], [4.655, -3.889, -0.621], [5.235, 2.531, -1.072], [-3.611, -4.962, 1.816], [1.084, 2.235, -4.204], [-1.060, 2.826, -1.112], [-2.407, -2.403, -1.837], [-1.721, -5.661, -0.251], [-2.005, -0.992, -1.877], [4.092, 5.128, 0.969], [2.511, 0.338, 1.547], [-2.976, 1.543, 3.725], [3.496, 0.306, -3.391], [0.782, -1.509, -6.271], [-3.389, 4.869, 3.124], [-0.721, 5.238, 0.183], [0.148, -2.344, 1.553], [3.935, -4.218, 2.111], [-4.469, 1.452, 4.615], [-1.264, -4.463, 3.580], [-5.893, 2.641, 0.963], [3.462, -4.776, -0.739], [-2.305, -1.858, 0.409], [2.983, 3.475, 5.115], [4.879, 1.216, -0.635], [-3.125, 2.925, 1.180], [-2.133, 5.540, -0.198], [-0.754, -4.881, -1.022], [4.607, -1.807, 0.455], [-2.400, 3.371, -3.297], [1.734, 3.143, 5.968], [0.667, 3.910, -0.246], [3.440, -1.395, -3.822], [0.683, -2.169, -2.043], [-1.467, 2.611, 1.269], [4.833, 0.149, -3.998], [2.629, -4.282, -4.607], [0.089, -4.774, 4.235], [-1.352, 1.189, 2.556], [-4.324, 3.715, -1.547], [-3.162, -5.680, 0.630], [0.889, -3.448, -2.777], [-4.636, -0.769, 0.403], [3.259, -3.237, 1.026], [-0.294, 0.540, -6.199], [1.421, -2.327, -5.386], [3.308, 4.058, -3.164], [-1.323, -0.487, -5.568], [-1.935, 1.235, 4.814], [-0.167, -0.213, -3.688], [4.625, -0.458, -0.546], [-1.457, -3.228, 0.735], [-2.059, 1.850, -1.914], [1.490, -4.821, 3.616], [-4.800, -2.730, -3.719], [2.831, -3.118, -3.623], [0.050, -3.751, 2.168], [-0.365, 1.030, -2.983], [-1.295, -1.489, 3.590], [1.573, 1.941, 0.023], [1.939, 2.990, 2.512], [1.843, 4.315, 0.232], [-4.845, 3.847, -0.053], [2.382, -2.103, 5.630], [-5.478, 0.553, 4.186], [-4.406, -1.792, -2.623], [3.197, -0.877, -2.619], [2.314, 0.163, 0.028], [-4.129, 0.211, 1.503], [0.058, 1.327, 2.778], [-2.616, 4.762, -2.861], [2.153, 4.247, -2.099], [0.238, 1.567, -0.171], [1.345, -1.484, 4.589], [4.511, 3.707, 0.841], [2.559, 1.774, -4.133], [1.965, 1.815, 3.543]], "relative_energy_kj_mol": 1878.1, "spin_multiplicity": 1, "mol_weight_g_mol": 720.60, "orbital_gap_ha": 0.340, "total_energy_ev": -83186.3505}

=====

[2]
{"formula": "H80O40", "method": "ωB97M-V/def2-TZVPD", "elements": ["O", "O", "O", "O", "O", "O", "O", "O", "O", "O", "O", "O", "O", "O", "O", "O", "O", "O", "O", "O", "O", "O", "O", "O", "O", "O", "O", "O", "O", "O", "O", "O", "O", "O", "O", "O", "O", "O", "O", "O", "H", "H", "H", "H", "H", "H", "H", "H", "H", "H", "H", "H", "H", "H", "H", "H", "H", "H", "H", "H", "H", "H", "H", "H", "H", "H", "H", "H", "H", "H", "H", "H", "H", "H", "H", "H", "H", "H", "H", "H", "H", "H", "H", "H", "H", "H", "H", "H", "H", "H", "H", "H", "H", "H", "H", "H", "H", "H", "H", "H", "H", "H", "H", "H", "H", "H", "H", "H", "H", "H", "H", "H", "H", "H", "H", "H", "H", "H", "H", "H"], "coordinates": [[-3.524, 1.377, 1.243], [-1.680, -1.664, -2.905], [-1.854, 0.748, -5.245], [-1.449, 2.776, -0.061], [-3.386, -4.253, -1.461], [-0.030, 1.157, -3.414], [-3.428, 5.685, -1.461], [-0.282, -3.297, -0.080], [-0.274, 0.891, 1.284], [-3.006, -0.175, -0.830], [1.755, -2.919, -1.842], [2.286, -4.373, 0.550], [-1.916, -2.712, 3.864], [1.751, -0.319, -2.282], [0.746, 5.546, -2.637], [-0.009, -6.409, 1.645], [-2.884, 4.540, 3.502], [-0.939, -5.508, -2.990], [3.168, 2.876, 4.173], [0.711, 3.918, 4.228], [3.685, 4.660, 1.238], [0.888, 1.699, -1.023], [1.613, -3.990, 4.435], [-1.954, -0.489, 2.843], [4.740, -3.730, 0.921], [1.173, 3.258, 1.167], [-2.287, -5.936, 0.314], [-1.072, 1.460, 4.383], [-0.501, -1.322, -6.171], [2.906, 0.808, -4.930], [-2.546, 3.059, -4.070], [3.795, 0.533, 0.553], [0.256, 5.525, 1.734], [-0.820, -0.951, 5.536], [-4.613, 1.517, -2.563], [3.382, -1.855, -3.853], [4.166, 5.099, -1.342], [-4.695, -1.418, 1.351], [1.429, -0.930, 3.947], [4.465, -3.836, -1.573], [-0.549, 0.773, 4.716], [3.103, -0.911, -3.762], [-4.977, -2.259, 1.044], [2.871, -3.982, -0.116], [0.715, 4.427, 5.056], [2.222, 1.010, -4.258], [1.318, -0.738, 4.873], [-1.244, -1.755, 5.728], [-1.209, -3.346, 4.051], [-2.617, -2.963, 4.525], [0.911, -4.127, 5.062], [-3.699, 4.788, -1.834], [1.663, 3.725, 4.144], [0.624, -3.272, -0.500], [1.211, 3.887, 0.432], [-2.434, 0.323, 3.014], [-0.577, -6.333, -2.710], [-3.859, 1.766, -2.003], [-2.391, -1.043, 3.488], [-2.806, -3.647, -0.992], [4.437, -2.950, -1.944], [2.391, -0.165, -1.588], [-2.586, -1.603, -2.577], [0.268, 0.038, 1.117], [0.408, 3.570, 1.678], [4.118, 2.921, 4.257], [0.403, 5.243, 2.682], [-0.222, -3.338, 0.888], [-2.960, -5.508, -0.250], [-2.913, -4.790, -2.085], [-0.290, -4.832, -2.889], [-2.325, 2.393, -3.440], [-0.745, 2.343, 4.652], [-2.592, 4.091, 2.719], [4.104, -3.176, 0.465], [0.433, 0.900, -2.635], [-3.458, 0.009, -1.684], [0.762, 5.670, -1.682], [1.797, -4.647, 3.747], [-1.062, -1.121, -2.392], [-1.144, 0.955, -4.605], [-3.335, 0.500, 0.984], [-1.456, 0.671, -6.096], [-4.614, -0.672, 0.754], [-4.208, 1.714, 0.680], [5.109, -3.236, 1.653], [0.798, -3.153, -2.061], [0.052, 2.101, -3.307], [-1.035, -2.040, -6.514], [4.016, 4.479, -0.664], [-2.778, 5.229, -0.890], [0.276, 2.462, -1.116], [3.246, 2.171, 3.502], [4.347, 0.954, 1.183], [2.818, 4.251, 1.075], [2.842, -5.016, 1.003], [-0.343, 6.189, 2.239], [-1.233, 3.446, 0.605], [0.441, 1.364, -0.269], [-0.161, 5.402, -2.959], [-2.172, -0.651, -0.836], [-0.817, -6.728, 1.178], [-1.701, 1.903, 0.388], [5.410, -3.882, -1.371], [0.585, -6.155, 0.934], [-0.168, -1.638, -5.322], [1.441, -1.273, -2.190], [1.295, -1.883, 3.760], [-2.220, -5.528, 1.234], [2.341, -3.212, -2.572], [-0.417, -0.635, 4.731], [-2.429, 2.714, -4.952], [2.425, 0.946, -5.766], [-4.447, 2.117, -3.286], [2.973, 1.019, 0.546], [-0.690, 0.577, 2.095], [3.606, 4.791, -2.103], [-3.005, 3.858, 4.178], [2.871, -2.072, -4.650], [3.481, 5.536, 1.632]], "relative_energy_kj_mol": 969.4, "spin_multiplicity": 1, "mol_weight_g_mol": 720.60, "orbital_gap_ha": 0.357, "total_energy_ev": -83195.7683}

=====

[3]
{"formula": "H80O40", "method": "ωB97M-V/def2-TZVPD", "elements": ["O", "O", "O", "O", "O", "O", "O", "O", "O", "O", "O", "O", "O", "O", "O", "O", "O", "O", "O", "O", "O", "O", "O", "O", "O", "O", "O", "O", "O", "O", "O", "O", "O", "O", "O", "O", "O", "O", "O", "O", "H", "H", "H", "H", "H", "H", "H", "H", "H", "H", "H", "H", "H", "H", "H", "H", "H", "H", "H", "H", "H", "H", "H", "H", "H", "H", "H", "H", "H", "H", "H", "H", "H", "H", "H", "H", "H", "H", "H", "H", "H", "H", "H", "H", "H", "H", "H", "H", "H", "H", "H", "H", "H", "H", "H", "H", "H", "H", "H", "H", "H", "H", "H", "H", "H", "H", "H", "H", "H", "H", "H", "H", "H", "H", "H", "H", "H", "H", "H", "H"], "coordinates": [[2.738, -5.488, 2.348], [1.741, -0.185, 0.309], [3.137, 2.264, 4.040], [-0.556, -5.013, 1.117], [-1.210, -2.669, -4.432], [-3.434, 2.223, 1.222], [-3.774, -1.201, 1.855], [5.195, -2.768, 0.013], [3.878, 0.951, 1.559], [2.265, 0.426, -5.745], [0.879, 4.939, -2.612], [3.554, 5.046, -3.008], [-2.035, 1.732, 3.416], [0.556, 0.458, 3.589], [-0.740, 4.442, -0.654], [-4.030, -4.024, 1.873], [-0.467, 6.199, 1.307], [4.152, -0.566, -1.073], [2.398, -4.548, -3.313], [-0.768, -2.781, 4.868], [-4.919, 0.323, 4.200], [3.533, 1.091, -3.663], [3.205, 2.004, -1.105], [-4.918, 0.086, -0.979], [-0.339, 1.994, -2.926], [-0.149, -0.524, -4.853], [0.826, 4.349, 4.014], [-0.791, -0.318, 5.685], [-0.919, -0.344, -0.596], [-1.282, -4.039, -1.970], [-1.993, 2.167, -0.236], [-5.046, -3.108, -0.256], [2.406, 4.747, 0.434], [-4.092, -0.102, -5.553], [-3.204, -1.212, -3.487], [2.965, -0.950, 3.336], [0.535, -2.108, 1.658], [-2.413, -2.480, 0.255], [1.880, -3.615, -0.350], [1.084, 2.496, 1.783], [-4.419, -4.487, 1.250], [-3.987, 0.821, -5.276], [4.032, 1.813, -0.612], [3.192, -4.612, -3.938], [-2.279, -4.517, -2.167], [-3.035, 1.321, 1.131], [-1.290, 2.787, -0.242], [-2.769, 2.498, -0.592], [2.280, -3.223, -1.100], [-0.389, -5.461, 0.353], [-0.237, -0.210, -1.295], [-0.772, 6.057, 0.289], [2.122, -1.272, 3.189], [-1.426, -3.442, 5.167], [-0.918, -2.054, 5.520], [-3.897, -3.311, 1.384], [1.867, 5.058, -2.935], [-0.828, -3.880, -2.829], [-1.267, 2.570, -2.743], [-0.720, -1.956, -3.877], [1.644, -0.903, 0.896], [-1.341, 5.807, 1.571], [3.417, 0.470, 0.974], [3.118, 1.926, -3.490], [-0.079, -1.926, 1.047], [-4.230, 0.663, -1.164], [1.911, 5.414, 0.794], [2.707, -5.177, -2.587], [5.227, -2.114, 0.772], [-5.105, 0.957, 3.485], [3.593, 0.798, -2.859], [0.784, -0.206, 2.839], [-1.105, 0.698, -0.505], [2.113, 0.641, -4.794], [3.818, 0.332, 2.345], [-0.677, 1.726, -3.775], [-0.469, -3.299, -4.442], [0.155, 4.326, -0.238], [3.284, 5.348, -2.174], [1.612, -3.034, 0.424], [-5.659, -2.363, -0.509], [-2.230, 2.561, 3.738], [2.455, -4.533, 2.142], [4.244, -3.134, -0.151], [2.112, 2.661, 2.121], [0.649, -0.330, -5.400], [4.092, 2.336, 4.120], [0.337, 5.074, 4.144], [0.905, 1.657, 2.061], [2.433, -6.046, 1.652], [-2.472, -1.830, -3.703], [1.975, 3.899, 0.443], [-2.555, -1.478, 0.360], [0.037, 0.224, 5.810], [-0.406, 0.738, 3.500], [4.826, -0.920, -1.573], [-3.469, -2.000, 2.319], [-4.180, -2.757, -0.615], [-1.333, 0.078, 5.034], [2.918, 0.967, -1.063], [-4.732, -0.851, 1.742], [0.884, 4.003, 3.144], [-0.614, 4.695, -1.593], [-1.837, 1.805, 2.505], [-2.802, -0.735, -2.794], [-3.322, -0.611, -5.236], [3.102, -0.814, 4.305], [0.386, -3.104, 1.830], [0.708, 4.331, -3.269], [-0.709, -0.701, -5.623], [4.222, 4.465, -2.828], [3.350, -0.984, -1.100], [3.108, 1.384, 3.785], [1.110, 0.484, 0.628], [-1.324, -4.571, 0.988], [-4.884, -0.488, -1.742], [-4.198, 1.807, 1.573], [-4.035, 0.069, 3.820], [-1.742, -2.334, -0.351], [3.164, 0.502, -6.081]], "total_charge": 1, "relative_energy_kj_mol": 1308.1, "spin_multiplicity": 2, "mol_weight_g_mol": 720.60, "orbital_gap_ha": [0.357, 0.065], "total_energy_ev": -83179.8756}

=====

[4]
{"formula": "H8MgO16S3", "method": "ωB97M-V/def2-TZVPD", "elements": ["S", "S", "S", "Mg", "O", "O", "O", "O", "O", "O", "O", "O", "O", "O", "O", "O", "O", "O", "O", "O", "H", "H", "H", "H", "H", "H", "H", "H"], "coordinates": [[-8.139, -15.087, -10.376], [-9.845, -17.362, -13.574], [-9.760, -12.370, -14.794], [-10.482, -14.470, -12.430], [-8.881, -17.437, -14.617], [-11.022, -18.116, -14.014], [-12.425, -14.710, -12.867], [-6.755, -14.627, -10.471], [-10.870, -12.784, -11.529], [-9.764, -13.454, -13.809], [-11.140, -11.884, -14.930], [-8.221, -16.542, -10.188], [-10.290, -15.982, -13.293], [-9.337, -12.835, -16.136], [-8.928, -11.332, -14.244], [-8.834, -14.768, -11.588], [-8.844, -14.425, -9.232], [-11.212, -15.423, -10.666], [-9.225, -17.914, -12.386], [-10.408, -15.246, -16.074], [-13.184, -14.255, -12.502], [-10.776, -11.845, -11.689], [-10.808, -15.578, -9.812], [-11.640, -16.251, -10.884], [-11.378, -12.840, -10.719], [-10.229, -15.206, -15.135], [-12.799, -15.396, -13.420], [-11.177, -15.811, -16.148]], "total_charge": -4, "relative_energy_kj_mol": 385.9, "spin_multiplicity": 1, "mol_weight_g_mol": 384.55, "orbital_gap_ha": 0.119, "total_energy_ev": -70834.7542}

=====

[5]
{"formula": "H8O4", "method": "ωB97M-V/def2-TZVPD", "elements": ["O", "O", "O", "O", "H", "H", "H", "H", "H", "H", "H", "H"], "coordinates": [[5.129, -25.683, 7.700], [4.757, -26.072, 10.960], [4.694, -27.322, 9.042], [5.980, -28.668, 10.081], [4.336, -25.695, 7.165], [5.195, -27.906, 9.611], [6.740, -28.707, 9.499], [3.853, -25.875, 10.716], [4.465, -27.863, 8.286], [5.075, -26.645, 10.262], [4.884, -26.143, 8.503], [6.307, -28.984, 10.923]], "relative_energy_kj_mol": 367.3, "spin_multiplicity": 1, "mol_weight_g_mol": 72.06, "orbital_gap_ha": 0.356, "total_energy_ev": -8316.8693}

=====

[6]
{"formula": "H8O4", "method": "ωB97M-V/def2-TZVPD", "elements": ["O", "O", "O", "O", "H", "H", "H", "H", "H", "H", "H", "H"], "coordinates": [[-1.005, 0.172, -1.691], [-0.025, -1.517, 1.329], [-1.965, 0.326, 0.012], [2.998, 0.755, 0.284], [-0.711, -1.218, 1.937], [-0.441, 0.109, -2.470], [-0.613, 0.887, -1.176], [0.781, -1.496, 1.857], [3.279, 1.210, 1.085], [-2.511, 0.076, -0.742], [2.235, 1.260, -0.018], [-2.046, 1.285, 0.053]], "smiles": "O.O.O.O", "relative_energy_kj_mol": 262.9, "spin_multiplicity": 1, "mol_weight_g_mol": 72.06, "orbital_gap_ha": 0.386, "total_energy_ev": -8317.9514}